{"formula": "C46H127N9O18", "method": "ωB97M-V/def2-TZVPD", "symbols": ["C", "C", "C", "O", "C", "N", "H", "H", "H", "H", "H", "H", "H", "H", "H", "H", "H", "C", "C", "C", "O", "C", "N", "H", "H", "H", "H", "H", "H", "H", "H", "H", "H", "H", "C", "C", "C", "O", "C", "N", "H", "H", "H", "H", "H", "H", "H", "H", "H", "H", "H", "C", "C", "C", "O", "C", "N", "H", "H", "H", "H", "H", "H", "H", "H", "H", "H", "H", "C", "C", "C", "O", "C", "N", "H", "H", "H", "H", "H", "H", "H", "H", "H", "H", "H", "C", "C", "C", "O", "C", "N", "H", "H", "H", "H", "H", "H", "H", "H", "H", "H", "H", "C", "C", "C", "O", "C", "N", "H", "H", "H", "H", "H", "H", "H", "H", "H", "H", "H", "C", "C", "C", "O", "C", "N", "H", "H", "H", "H", "H", "H", "H", "H", "H", "H", "H", "C", "C", "O", "O", "H", "H", "H", "H", "H", "H", "C", "C", "O", "O", "H", "H", "H", "H", "H", "H", "C", "C", "O", "O", "H", "H", "H", "H", "H", "H", "C", "C", "O", "O", "H", "H", "H", "H", "H", "H", "C", "O", "C", "C", "N", "C", "C", "O", "C", "H", "H", "H", "H", "H", "H", "H", "H", "H", "H", "H", "H", "H", "H", "H"], "coordinates": [[2.651163, -0.929963, 3.443136], [2.380118, 0.446657, 2.866424], [2.660379, 1.586380, 3.826264], [1.717700, 1.709335, 4.916662], [0.910715, 2.871091, 5.015310], [3.226580, 0.621097, 1.633723], [1.990324, -1.114225, 4.297348], [3.650568, -1.084765, 3.859520], [2.459130, -1.741099, 2.739257], [1.345683, 0.440494, 2.490827], [2.652633, 2.521434, 3.260767], [3.613227, 1.418542, 4.335174], [0.597080, 3.075588, 6.040231], [0.010778, 2.732149, 4.409819], [1.466657, 3.780861, 4.761143], [2.934436, -0.205728, 1.095288], [3.027008, 1.413366, 0.993820], [-4.857296, 0.249969, 3.291734], [-5.102234, -1.192191, 3.680940], [-5.877041, -1.919517, 2.578796], [-7.177619, -1.376346, 2.538021], [-8.098336, -2.178030, 1.824954], [-3.814260, -1.832851, 3.964883], [-4.298271, 0.910806, 3.963135], [-5.792063, 0.807053, 3.173968], [-4.296086, 0.411941, 2.364376], [-5.656628, -1.186356, 4.620541], [-5.933622, -2.983457, 2.857633], [-5.398727, -1.818569, 1.593800], [-7.664896, -2.516172, 0.878627], [-9.001637, -1.577976, 1.788778], [-8.300038, -3.114659, 2.367250], [-3.930727, -2.685933, 4.504370], [-3.389082, -2.151189, 3.093708], [-7.386499, -0.698683, -1.181853], [-7.161446, 0.386084, -2.237243], [-5.998092, 1.314538, -1.901685], [-6.293015, 2.152303, -0.792283], [-5.150971, 2.604149, -0.108499], [-6.767247, -0.304037, -3.491756], [-8.391063, -1.114546, -1.239393], [-7.207338, -0.177808, -0.235250], [-6.675972, -1.516131, -1.317050], [-8.062184, 0.995309, -2.350262], [-5.754569, 1.988872, -2.730512], [-5.086676, 0.744192, -1.671791], [-4.448316, 3.134487, -0.765121], [-4.594541, 1.745715, 0.293643], [-5.481501, 3.253567, 0.697362], [-7.335043, 0.033488, -4.265660], [-7.055564, -1.274204, -3.415341], [3.927858, 2.432795, -3.669639], [3.334596, 2.269436, -2.280081], [3.793890, 3.237859, -1.205077], [3.224608, 3.063812, 0.096700], [3.599233, 4.162488, 0.893816], [1.884125, 2.321448, -2.403498], [3.344963, 1.754840, -4.287497], [5.003982, 2.233386, -3.711711], [3.863449, 3.462823, -4.030436], [3.580105, 1.263704, -1.899363], [3.570941, 4.229323, -1.636289], [4.889104, 3.257586, -1.141548], [2.938621, 4.188448, 1.765698], [3.360661, 5.115391, 0.409334], [4.624160, 4.132581, 1.264183], [1.437133, 1.430088, -2.573236], [1.456283, 2.681198, -1.567731], [-3.335242, -2.424411, -0.971175], [-3.070959, -2.253758, -2.463359], [-2.372223, -3.506222, -2.979368], [-0.997708, -3.400477, -2.638359], [-0.339211, -4.656649, -2.663025], [-4.358852, -2.089186, -3.151062], [-3.881142, -1.556181, -0.582778], [-2.393570, -2.562499, -0.436754], [-3.990559, -3.267963, -0.738296], [-2.453308, -1.363241, -2.624189], [-2.486845, -3.519337, -4.076635], [-2.800621, -4.445735, -2.621742], [-0.069423, -4.862135, -3.709341], [-1.018866, -5.496179, -2.462792], [0.482625, -4.684353, -1.954104], [-4.857903, -1.223833, -2.974387], [-4.128310, -2.065426, -4.143044], [4.373203, -2.534673, -4.792421], [5.632413, -1.988470, -5.460280], [6.699724, -1.440732, -4.523636], [5.995126, -0.523911, -3.709668], [6.595992, -0.020094, -2.549870], [6.166733, -3.033724, -6.365287], [3.824519, -3.031988, -5.590345], [3.655832, -1.851225, -4.340844], [4.756933, -3.191330, -4.003758], [5.298691, -1.203189, -6.150247], [7.501669, -0.932152, -5.070243], [7.129212, -2.223983, -3.883360], [7.094333, 0.932820, -2.780310], [7.343245, -0.672423, -2.085007], [5.818944, 0.218984, -1.824959], [6.696380, -2.583223, -7.111315], [6.937103, -3.509775, -5.888782], [0.888775, 1.426417, -8.052152], [2.001037, 0.996288, -7.101143], [1.828704, -0.419313, -6.556974], [0.573929, -0.471353, -5.921205], [0.438852, -1.615579, -5.103149], [3.295642, 1.122614, -7.830062], [0.896895, 0.760978, -8.916008], [0.867528, 2.483615, -8.307173], [-0.063751, 1.315121, -7.521714], [2.064857, 1.693745, -6.262927], [2.667303, -0.568930, -5.859636], [1.910639, -1.203800, -7.327252], [1.091678, -1.566901, -4.220950], [0.787661, -2.489632, -5.671292], [-0.588092, -1.751504, -4.779713], [4.028627, 1.110628, -7.121641], [3.416020, 0.255281, -8.353231], [-2.536320, -6.026714, 0.148296], [-1.521510, -5.938213, 1.290024], [-0.106522, -6.117170, 0.820085], [0.045225, -7.344541, 0.171721], [1.120727, -7.391951, -0.772023], [-1.800456, -4.698248, 2.039949], [-3.542936, -6.115158, 0.565815], [-2.422572, -6.936737, -0.444721], [-2.486342, -5.182478, -0.539215], [-1.671887, -6.762614, 2.005961], [0.621251, -6.083173, 1.649775], [0.228997, -5.262137, 0.204511], [1.280400, -8.389507, -1.157343], [1.990024, -7.025907, -0.212395], [0.860857, -6.654784, -1.538258], [-1.112875, -4.636276, 2.790151], [-2.701350, -4.880152, 2.469224], [1.094152, 7.998607, 1.802169], [0.408235, 7.496612, 3.056533], [-1.009047, 7.459843, 2.880165], [0.693212, 9.325978, 1.463446], [0.893408, 7.407286, 0.897481], [2.183444, 7.972282, 1.861697], [0.700912, 8.178303, 3.859142], [0.766944, 6.488158, 3.263177], [-1.295640, 8.374239, 2.762134], [-0.217261, 9.345299, 1.159234], [-3.725499, 5.197474, 4.328661], [-2.402136, 4.539863, 4.711045], [-1.404911, 5.556127, 4.947924], [-3.627809, 5.779488, 3.042056], [-4.005117, 5.908231, 5.107287], [-4.441849, 4.379092, 4.231131], [-2.077934, 3.830958, 3.964188], [-2.429068, 4.037950, 5.680865], [-1.244118, 6.051314, 4.125454], [-2.926598, 6.439596, 3.027757], [-0.308226, -1.528510, 6.034768], [-1.636347, -0.845704, 6.194258], [-1.590004, 0.113450, 7.261952], [-0.202090, -2.783894, 6.732507], [0.526748, -0.893292, 6.327688], [-0.238588, -1.781774, 4.972133], [-2.455832, -1.556509, 6.333256], [-1.854712, -0.347457, 5.241164], [-2.421471, 0.596287, 7.196400], [0.456209, -2.672152, 7.421587], [6.729866, 0.760305, 1.600776], [6.653385, 2.148313, 2.207435], [7.603456, 2.318673, 3.275048], [5.884915, -0.193970, 2.210758], [7.755588, 0.399749, 1.668395], [6.427611, 0.857234, 0.543397], [5.670820, 2.511976, 2.531114], [6.995760, 2.927439, 1.516171], [7.348161, 1.765917, 4.022420], [4.974524, 0.197939, 2.225295], [-0.861005, 3.127420, 1.707272], [-0.545337, 1.774625, 1.557202], [-1.680074, 0.947712, 1.569832], [-1.266351, -0.519754, 1.448696], [-0.269598, -0.655396, 0.400276], [0.331287, -1.973192, 0.476009], [1.393668, -2.271197, -0.561833], [2.579057, -1.643109, -0.047630], [3.643922, -1.518301, -0.975837], [-1.095746, 3.331345, 2.748545], [-1.765951, 3.405539, 1.157787], [-0.012819, 3.744378, 1.440709], [-2.388399, 1.205884, 0.773637], [-2.181095, 1.066280, 2.537623], [-2.170400, -1.086518, 1.238914], [-0.809354, -0.733811, 2.427183], [0.506687, -0.038405, 0.646506], [-0.466341, -2.715031, 0.335258], [0.751736, -2.146803, 1.479204], [1.133109, -1.905950, -1.560707], [1.627746, -3.343999, -0.564168], [3.309453, -0.982585, -1.868205], [4.098983, -2.480630, -1.224950], [4.395482, -0.906704, -0.475142]], "forces_ev_per_angstrom": [[-0.2, -0.4, 0.9], [-0.1, 0.0, -1.4], [-1.0, 0.5, 0.8], [0.1, -0.4, 0.2], [0.2, -0.1, -0.3], [-0.2, -0.7, 0.0], [-0.1, 0.2, -0.1], [0.2, 0.3, -0.3], [0.1, 0.2, -0.2], [-0.1, 0.4, 0.8], [0.3, 0.1, 0.0], [0.3, 0.1, -0.4], [0.1, -0.6, 0.1], [0.1, 0.4, -0.1], [-0.1, -0.1, -0.5], [0.6, 0.3, 0.0], [-0.2, -0.3, 1.2], [-0.2, 1.7, -0.4], [0.9, 0.4, -0.1], [-0.5, 0.0, 0.8], [0.0, 0.0, -0.1], [0.5, -0.4, 0.7], [0.2, -0.5, -0.4], [0.1, -0.7, 0.7], [-0.2, -0.3, -0.2], [-0.2, -0.6, -0.2], [-0.3, -0.2, -0.2], [0.1, 0.0, -0.2], [0.2, 0.0, 0.1], [-0.4, 0.5, -0.3], [-0.1, -0.2, -0.6], [-0.1, 0.2, 0.2], [-0.2, 0.1, 0.1], [0.1, 0.2, 0.0], [0.3, 1.1, 0.2], [0.5, -0.6, -0.4], [0.3, 0.7, 0.5], [-0.5, -0.3, 0.1], [0.2, -0.4, -0.2], [-1.0, 0.2, -0.4], [-0.1, 0.1, 0.1], [-0.3, -0.6, 0.3], [0.2, 0.1, 0.1], [0.0, 0.0, 0.0], [-0.1, -0.3, -0.3], [-0.1, -0.3, -0.1], [-0.2, 0.2, 0.0], [-0.1, 0.1, 0.2], [0.1, 0.0, 0.0], [0.3, 0.2, 0.0], [0.2, -0.1, 0.0], [0.8, 0.6, 0.5], [-0.5, -1.6, 1.2], [0.6, 0.9, -1.1], [0.3, 0.5, -1.3], [-1.1, 0.5, 0.9], [-0.7, 0.6, -0.1], [0.3, 0.1, -0.4], [-0.2, -0.5, 0.0], [-0.6, 0.0, 0.0], [0.4, 0.0, -0.2], [-0.4, 0.1, 0.6], [0.1, -0.4, 0.1], [0.1, -0.4, 0.1], [0.4, -0.1, -0.3], [0.2, 0.0, -0.3], [0.3, -0.1, -0.1], [-0.1, 0.1, 0.3], [-0.1, 0.4, 0.2], [-1.1, -0.2, 0.9], [0.3, 0.9, -1.0], [-0.1, -0.6, 0.8], [-0.8, -0.2, -1.2], [0.5, -0.8, -0.7], [0.3, 0.1, 0.1], [-0.2, 0.1, 0.1], [0.1, -0.2, -0.4], [0.4, -0.3, 0.1], [0.2, -0.1, 0.0], [-0.2, 0.2, 0.3], [0.7, 0.0, 0.2], [-0.1, 0.2, 0.6], [0.1, 0.3, -0.3], [0.3, 0.1, 0.2], [-0.4, 0.1, 0.0], [0.6, -0.2, 0.3], [-0.3, 0.2, -1.3], [-0.8, 0.5, 0.5], [-0.5, -0.1, 0.2], [0.5, 0.8, -0.1], [1.1, 0.1, 0.2], [0.1, -0.5, 0.3], [0.5, 0.5, 0.1], [-0.6, -0.5, -0.1], [0.2, 0.3, 0.3], [0.1, -0.1, -0.1], [0.0, -0.2, -0.2], [0.1, -0.1, 0.1], [-0.2, -0.2, -0.1], [-0.1, -0.2, 0.0], [-0.4, 0.1, -0.1], [-0.5, -0.3, 0.2], [-0.8, -0.4, 1.1], [0.6, 0.6, -1.1], [-0.1, 0.8, 0.2], [-0.1, -0.3, 0.4], [0.7, -0.3, -0.3], [-0.2, -0.5, 0.7], [-0.1, 0.3, -0.2], [0.7, -0.1, -0.3], [0.0, -0.4, -0.2], [-0.2, -0.1, 0.1], [-0.2, -0.2, 0.2], [-0.1, 0.2, -0.1], [-0.1, 0.2, 0.1], [-0.3, -0.2, 0.1], [-0.1, 0.2, -0.1], [0.1, 0.0, -0.2], [0.1, 0.2, -0.2], [-0.1, -0.7, 0.1], [-0.9, -0.7, 0.2], [1.5, 1.1, 0.1], [-0.5, -1.1, -0.6], [-0.5, 1.6, 1.3], [0.8, -0.1, -0.3], [0.0, 0.4, 0.0], [0.3, 0.0, 0.1], [0.1, 0.2, 0.3], [-0.2, -0.3, -0.5], [-0.3, 0.0, 0.3], [-0.4, -0.2, -0.3], [-0.2, -0.1, 0.1], [0.4, -0.2, -0.5], [0.5, -0.4, -0.3], [-0.3, 0.2, 0.1], [0.0, 0.3, 0.2], [-0.3, 0.0, -1.4], [0.7, 0.3, -0.7], [0.2, 0.2, -0.1], [0.4, 0.4, 0.6], [-0.3, -0.5, 0.5], [0.0, 0.3, 0.5], [-0.2, -0.2, 0.2], [-0.2, 0.0, 0.2], [-0.1, -0.1, 0.2], [0.0, -0.2, -0.2], [0.8, -1.1, -0.1], [0.3, 1.3, 1.1], [0.1, -0.3, -0.6], [-0.2, 0.1, -0.2], [-0.2, 0.1, -0.1], [-0.4, 0.3, 0.1], [-0.2, -0.1, -0.1], [-0.5, -0.2, -0.1], [-0.2, -0.2, 0.4], [0.0, 0.0, 0.1], [0.0, -1.0, -0.2], [0.0, 0.7, 0.0], [-0.3, -0.2, -0.3], [-0.1, 0.3, 0.1], [-0.1, 0.3, -0.2], [0.3, 0.1, 0.0], [0.2, -0.2, 0.1], [0.0, 0.1, 0.1], [0.1, 0.1, 0.3], [-0.1, -0.1, 0.1], [-1.1, 0.2, -0.5], [1.2, 1.0, 0.6], [-0.3, -0.1, 0.2], [0.1, 0.3, 0.6], [0.0, 0.1, -0.1], [0.3, 0.0, 0.0], [-0.2, -0.7, 0.0], [0.0, -0.4, -0.4], [-0.1, 0.0, -0.1], [0.2, -0.3, -0.5], [-0.6, 0.1, 0.5], [0.5, -0.3, -0.6], [-0.3, -0.4, 0.3], [0.7, 1.7, 0.3], [0.7, -0.2, -0.2], [-0.8, -1.2, -0.4], [0.7, 0.3, 1.1], [0.0, 0.1, -0.7], [-0.1, 0.3, 0.5], [0.2, 0.0, 0.0], [0.2, 0.1, -0.4], [0.2, 0.0, -0.3], [0.1, 0.2, -0.1], [-0.2, 0.0, 0.0], [0.2, -0.4, 0.1], [-0.3, -0.7, 0.1], [-0.5, 0.4, -0.3], [0.1, 0.0, 0.1], [0.1, -0.2, -0.1], [0.0, 0.0, 0.1], [-0.4, 0.0, -0.3], [0.0, -0.2, -0.2], [-0.1, -0.1, -0.1], [0.1, -0.1, 0.0]], "lowdin_charge": [-0.04, -0.38, -0.15, -0.19, -0.09, 0.07, 0.06, 0.09, 0.07, 0.11, 0.10, 0.13, 0.09, 0.06, 0.08, 0.04, 0.07, -0.07, -0.41, -0.21, -0.19, -0.11, 0.05, 0.07, 0.08, 0.05, 0.15, 0.13, 0.12, 0.07, 0.09, 0.09, 0.08, 0.06, -0.06, -0.40, -0.21, -0.19, -0.11, 0.02, 0.08, 0.08, 0.07, 0.14, 0.13, 0.11, 0.09, 0.06, 0.09, 0.08, 0.06, -0.04, -0.44, -0.19, -0.21, -0.11, 0.06, 0.06, 0.07, 0.09, 0.11, 0.13, 0.13, 0.07, 0.09, 0.08, 0.07, 0.06, -0.07, -0.41, -0.21, -0.20, -0.10, 0.04, 0.06, 0.05, 0.08, 0.14, 0.12, 0.12, 0.10, 0.08, 0.05, 0.02, 0.07, -0.06, -0.43, -0.19, -0.21, -0.11, 0.03, 0.07, 0.04, 0.08, 0.13, 0.13, 0.13, 0.09, 0.10, 0.05, 0.07, 0.07, -0.06, -0.43, -0.23, -0.18, -0.09, 0.03, 0.08, 0.08, 0.07, 0.13, 0.10, 0.14, 0.08, 0.09, 0.08, 0.05, 0.06, -0.05, -0.42, -0.24, -0.19, -0.06, 0.05, 0.08, 0.08, 0.05, 0.14, 0.13, 0.10, 0.09, 0.09, 0.06, 0.08, 0.07, -0.24, -0.21, -0.08, -0.06, 0.12, 0.12, 0.13, 0.12, 0.10, 0.08, -0.23, -0.23, -0.08, -0.06, 0.12, 0.12, 0.07, 0.12, 0.02, 0.05, -0.24, -0.25, -0.07, -0.07, 0.12, 0.10, 0.11, 0.09, 0.08, 0.08, -0.25, -0.24, -0.08, -0.11, 0.12, 0.10, 0.10, 0.11, 0.08, 0.03, -0.09, -0.19, -0.22, -0.20, -0.02, -0.22, -0.17, -0.24, -0.09, 0.03, 0.10, 0.09, 0.11, 0.11, 0.09, 0.12, 0.09, 0.09, 0.11, 0.12, 0.11, 0.08, 0.10, 0.07], "relative_energy_kcal_mol": 5.7, "total_charge": 0, "fmax_ev_per_a": 2.1, "total_energy_ha": -3675.6247}